A structure of composition C36H37CuNP2Se in a non-equilibrium geometry, computed with wB97M-V/def2-TZVPD.

ORCA input file:
```
! RIJCOSX wB97M-V def2-TZVPD def2/J DEFGRID3
* xyz 0 2
C 1.0354 -0.1893 -2.6910
C -3.4489 3.1420 0.3358
N -1.4332 0.2447 2.3507
C -0.4014 -0.7584 0.2588
H -3.9177 -3.8714 3.8741
C -1.8703 -0.4706 -2.4219
H 2.7371 0.6458 3.7192
H 5.1920 0.5032 0.7567
C -1.7979 0.8656 -2.5902
H 0.8198 -2.0940 -3.6011
H 1.5174 1.7301 -1.9500
C 2.7188 2.9353 1.6987
H 4.4096 -4.2653 2.0234
H 7.0868 -1.0772 0.9279
C -4.8285 2.9370 0.2961
C 3.3939 3.2817 -1.0052
C 0.9988 -0.8494 0.6441
H -5.5021 3.7874 0.2989
H -2.2737 1.5934 -1.9300
C -2.5967 2.0539 0.3270
Se -1.3238 -0.1557 5.2342
C 3.5123 -2.3557 1.7208
H -1.7172 -1.5105 -4.3214
H -0.4820 -1.3214 -0.6914
C 3.1725 4.3873 -0.1823
H -3.0238 4.1498 0.2900
C 0.8751 1.1587 -2.6348
C 5.8782 -2.7872 1.4585
H 1.8705 -0.6944 -2.1397
H -2.6499 -0.9532 -1.7996
H 3.5446 3.3921 -2.0773
C 0.2993 -1.1199 -3.6708
C 4.6002 -3.2311 1.7776
C 3.3102 2.0087 -0.4446
H 2.4972 -2.7512 1.8274
C -3.1049 -3.0986 0.1114
H 6.7182 -3.4566 1.5301
H 3.6186 1.1618 -1.0547
C -1.3997 0.1890 3.5723
H -1.8379 2.5018 -3.8762
C -3.7394 -3.6442 2.8128
Cu -0.2486 1.1995 -0.5131
H -4.9148 -0.4868 0.0842
H -2.8505 -2.9033 -0.9378
H 1.0263 0.8982 3.2468
H -1.5546 2.4318 0.0670
H 3.1682 5.3738 -0.6284
H 2.4745 2.8068 2.7522
C -3.7307 -4.3102 0.4515
C 2.9021 4.2216 1.1822
H -1.5092 1.0248 -4.7984
C 6.0962 -1.4425 1.1391
H 1.5561 -0.7143 3.5298
P 2.3243 0.1428 1.4073
C -4.0268 -4.5660 1.8063
C -1.3131 1.5360 -3.8317
C -4.5228 0.5383 0.2248
H 1.5111 -1.8039 0.2973
H -1.2052 -2.4135 -2.8742
C 3.7481 -1.0049 1.3804
H -4.4306 -5.5392 2.0801
P -2.0046 -0.5033 1.0766
H 2.8024 5.0901 1.8443
H -6.4561 1.4742 0.1374
C 5.0398 -0.5338 1.1075
C -1.1942 -1.4289 -3.3602
H 0.3727 -0.8282 -4.7433
C 1.8905 0.2441 3.1242
C 0.1900 1.9172 -3.7371
H -3.9261 -5.0718 -0.3284
H 0.2527 2.9880 -3.5227
C -5.3688 1.6457 0.2050
C -3.1508 -2.4274 2.4487
H 0.6067 1.7218 -4.7285
C -3.1326 0.7454 0.4305
C 2.8476 1.8016 0.8667
C -2.8393 -2.1183 1.1153
H -2.8869 -1.7190 3.2340
*
```

Its molar mass is 688.2 g mol⁻¹. The value obtained for the HOMO-LUMO gap (alpha / beta) is 3.95 / 4.89 eV. The highest occupied orbital energy (alpha / beta) comes out at -4.16 / -5.05 eV.

A cluster of 6 separate species, C36H37F5O5S2 in total in a non-equilibrium geometry, computed with wB97M-V/def2-TZVPD.

ORCA input file:
```
! RIJCOSX wB97M-V def2-TZVPD def2/J DEFGRID3
* xyz 0 1
S -4.8805 2.2705 -2.3068
H -0.1126 8.4677 2.5901
H 2.2228 5.6924 0.3202
H 5.5559 -1.7455 1.0129
H -0.3504 -2.1746 -1.8496
H 1.8284 3.9570 2.0550
C -3.8073 -7.4173 -3.0700
C -5.3839 -1.5600 -2.3710
H 3.8220 -1.3923 -0.7129
O -6.2533 -3.0591 -4.0851
H -4.9002 0.0310 -3.7200
C -4.4105 -7.4701 -1.8210
F 1.8094 1.7473 1.7776
H -2.7419 3.7142 3.8317
C 1.6302 5.9239 1.1947
H -1.2954 2.1075 5.0309
H -2.2799 1.4654 -1.6187
C 3.7981 -0.8200 0.2044
C 1.0850 7.1915 1.3501
C -3.6855 -5.0496 -2.8958
H -3.0879 0.1291 -2.3856
C 4.7723 -1.0170 1.1733
H -1.4569 -0.5355 1.6572
H -5.3460 -2.9332 -4.3723
C -4.2793 -5.0750 -1.6507
C 2.7904 0.1122 0.4053
H -3.6201 -8.3286 -3.6206
C -2.5247 1.3068 1.4990
C 10.7783 -0.6011 1.9809
H 11.0130 -0.6760 -0.1495
H -2.1128 -1.3646 -4.0645
H 1.2580 7.9508 0.5996
C 4.7428 -0.2785 2.3495
C 9.9325 -0.2962 3.0373
F 0.4311 4.3108 4.1896
H -3.5241 3.1937 1.5269
H -0.5193 6.7119 4.3045
C -1.6510 1.8791 4.0361
C -1.2856 0.6863 3.4295
S -1.1721 0.7526 -3.6033
H -6.6136 -0.0194 -3.2651
H -5.1198 -6.3383 -0.1430
C -2.6125 1.0874 -2.5710
H 8.7304 0.1560 -0.6053
H -4.6970 -8.4231 -1.3983
C 8.2110 0.3277 1.4630
H -0.3825 -1.4479 -4.0850
O -3.5482 1.9377 -3.2297
C 8.6618 0.1624 2.7566
C -2.9017 2.5003 2.0771
C 10.3491 -0.4396 0.6707
C 0.3130 7.4812 2.4664
H 2.0176 0.2797 -0.3335
H 5.4998 -0.4323 3.1059
C -3.4419 -6.1975 -3.6194
H -5.4465 -1.5753 -1.2901
C -5.5986 -0.1463 -2.9084
C 9.0670 0.0263 0.4142
F 7.8329 0.4579 3.7809
C -6.4619 -2.5027 -2.8679
C 0.0831 6.5089 3.4291
H 11.7757 -0.9664 2.1832
H -2.9775 -6.1323 -4.5941
H 10.2492 -0.4087 4.0654
C -1.2702 -1.6619 -2.1094
H -2.0949 -2.3598 -2.0477
H 3.7036 1.2525 3.4622
C -1.2219 -1.0626 -3.5208
C -2.4594 2.7826 3.3611
C -4.6471 -6.3000 -1.1143
C 1.4142 4.9465 2.1550
O -5.8170 2.6929 -3.3161
H -4.4175 -1.9595 -2.6725
C -1.7284 0.3894 2.1495
F -3.3310 -3.8519 -3.4303
H -0.6478 -0.0141 3.9511
H 7.2068 0.6866 1.2835
O -5.3383 0.7808 -1.8410
H -4.4481 -4.1521 -1.1114
C 3.7437 0.6609 2.5572
F -2.9460 1.0258 0.2388
C 0.6449 5.2604 3.2557
O -7.4802 -2.7383 -2.2539
C 2.7856 0.8363 1.5795
H -1.4291 -0.9177 -1.3368
*
```

Its molar mass is 708.8 g mol⁻¹. The value obtained for the HOMO-LUMO gap is 9.39 eV. The highest occupied orbital energy comes out at -8.97 eV.